(1)
Below is 3 unconnected molecules or ions with the total composition C22H24ClF5N5O7, with properties calculated with ωB97M-V/def2-TZVPD.

Values from the calculation:
total charge = +1
E_HOMO = -10.769 eV
LUMO = -5.9 eV
Kohn-Sham gap = 4.9 eV

Structure (XYZ):
```
64
Properties=species:S:1:pos:R:3:forces:R:3
N 2.871369 0.231896 4.443500 -2.226 2.751 -3.742
C 2.658123 0.444985 2.929966 -0.348 0.026 1.965
N 1.477188 -0.334489 2.339295 2.124 0.939 1.766
C 1.720382 -1.827204 2.360772 -0.371 -2.145 -1.051
C 1.007059 -2.632062 3.598448 1.835 -0.819 7.324
O 1.465013 -2.653185 4.880253 -2.860 0.740 -9.078
Cl -0.536086 -3.672152 3.308002 2.482 1.842 -0.063
N 3.479553 1.285025 2.166976 -2.288 -1.516 0.687
C 4.665583 2.027464 2.742631 2.953 1.751 0.175
C 6.135766 1.457853 2.184215 -0.142 -0.550 0.380
C 6.440719 -0.092626 2.620912 1.699 0.242 -0.586
C 7.416408 -0.722225 1.418261 -0.785 -0.314 -0.822
O 8.826789 -0.285853 1.555297 -0.742 2.382 -2.342
C 9.138015 0.791691 0.569950 1.918 -1.746 -5.667
O 9.565862 0.552460 -0.691700 -3.154 1.464 9.104
C 3.168618 1.476812 0.667512 -0.744 2.397 -1.881
F 4.058251 2.526387 0.042844 -3.049 -3.587 2.843
F 1.768493 2.002163 0.450794 4.919 -2.101 0.948
C 3.463825 0.097151 -0.214919 0.888 -2.054 -3.575
F 4.351154 0.466089 -1.380949 -3.242 -1.416 4.352
F 2.244321 -0.501586 -0.807243 4.350 2.154 2.511
F 4.205403 -0.942880 0.537981 -2.759 3.618 -2.261
H 1.925427 -0.085183 4.814458 1.630 -0.172 -0.636
H 2.984062 1.190190 4.893149 0.491 -1.461 -0.651
H 0.617306 -0.146428 2.933739 1.430 0.140 -0.939
H 1.225904 -2.254579 1.361561 1.239 0.874 2.259
H 2.865965 -2.098351 2.389514 -2.395 0.578 -0.010
H 4.650600 3.183429 2.444332 -0.538 -2.696 0.494
H 4.750675 2.004060 3.909494 -0.783 -0.355 -2.306
H 6.224977 1.534318 1.016116 -0.424 0.097 2.286
H 6.981397 2.121367 2.675442 -1.965 -1.113 -1.080
H 7.128016 -0.073204 3.592645 -1.770 -0.242 -1.970
H 5.493560 -0.762408 2.775491 1.803 1.325 -0.316
H 7.415830 -1.892162 1.395070 0.057 2.270 0.313
H 7.073302 -0.362265 0.339453 0.322 -0.850 2.301
H 8.985782 1.902113 0.970367 0.445 -2.449 -0.738
C -0.289118 1.325019 -2.535641 -0.143 -0.036 -0.011
C -0.877705 0.691835 -1.439839 -0.297 0.075 -0.369
C -2.224506 0.326252 -1.483091 -0.011 0.008 -0.065
C -2.974771 0.596704 -2.635795 1.026 0.275 0.023
C -2.388404 1.239167 -3.734376 -0.027 -0.053 0.078
C -1.041382 1.602561 -3.678302 -0.129 -0.180 0.328
N -4.384352 0.191996 -2.697164 -1.098 -0.253 -0.043
O -4.871647 -0.356931 -1.697701 1.192 0.899 -1.203
O -5.005029 0.418431 -3.745747 1.162 -0.156 1.464
H 0.762811 1.603108 -2.499384 -0.207 -0.037 -0.029
H -0.285253 0.480245 -0.552267 -0.165 0.027 -0.150
H -2.668412 -0.166559 -0.620861 -0.108 0.107 -0.343
H -2.960252 1.459571 -4.633352 -0.028 -0.155 0.322
H -0.576241 2.098983 -4.527098 -0.161 -0.114 0.164
C -7.666898 -1.906587 -1.594489 -0.230 0.082 -0.089
C -7.448359 -1.019237 -2.649472 -0.409 -0.236 -0.101
C -8.531775 -0.433312 -3.306963 -0.108 -0.098 0.108
C -9.835708 -0.741001 -2.894827 0.794 -0.392 0.478
C -10.058149 -1.637409 -1.841053 0.002 0.047 -0.038
C -8.966759 -2.219280 -1.193008 0.088 0.264 -0.297
N -10.978174 -0.108759 -3.565283 -1.106 0.609 -0.649
O -10.740704 0.664058 -4.505529 -0.368 -1.135 1.382
O -12.113968 -0.380491 -3.150342 1.642 0.403 -0.626
H -6.818831 -2.356603 -1.081195 -0.148 0.105 -0.113
H -6.432389 -0.781665 -2.957562 -1.050 -0.269 0.029
H -8.344735 0.256256 -4.127248 -0.248 -0.148 0.181
H -11.064939 -1.888929 -1.514162 0.182 0.213 -0.243
H -9.128964 -2.914035 -0.371881 -0.044 0.145 -0.182
```
Forces are in eV/Å.

***

(2)
Below is a single C22H24F2N2O3 molecule, with properties calculated with ωB97M-V/def2-TZVPD.

Values from the calculation:
E_HOMO = -8.628 eV
LUMO = 0.6 eV
SMILES string = O=C(NCCOc1ccccc1F)[C@@H]1CCC(=O)N(CCc2cccc(F)c2)C1
Kohn-Sham gap = 9.2 eV

Structure (XYZ):
```
53
Properties=species:S:1:pos:R:3:forces:R:3
O -0.698237 -0.654383 2.181498 -0.274 0.216 0.320
C -0.048971 -1.225286 1.328635 0.139 -0.532 -0.245
N 1.223212 -0.892242 1.040931 0.345 0.056 -0.224
C 1.867956 0.281215 1.584470 0.181 0.298 -0.166
C 2.133964 1.305704 0.476147 -0.393 0.112 0.575
O 2.884236 0.739788 -0.586438 0.164 -0.079 -0.139
C 4.229241 0.571730 -0.509059 0.229 -0.109 -0.116
C 4.802273 -0.049213 -1.624424 -0.054 0.097 0.182
C 6.157793 -0.282700 -1.711198 -0.019 -0.027 -0.040
C 6.998130 0.096593 -0.676670 0.028 0.029 0.060
C 6.459701 0.708984 0.437216 -0.106 -0.012 -0.054
C 5.097730 0.941986 0.516937 -0.017 0.029 0.095
F 4.650385 1.542390 1.652532 -0.041 -0.054 -0.172
C -0.596609 -2.440184 0.566732 -0.364 -0.040 0.052
C -0.265657 -2.458904 -0.923692 0.080 0.153 0.095
C -0.844100 -1.212601 -1.573853 -0.062 -0.084 -0.125
C -2.318738 -0.998850 -1.277000 0.318 -0.007 -0.422
O -3.008736 -0.321200 -2.016941 -0.003 0.126 -0.218
N -2.813361 -1.569953 -0.156751 -0.159 -0.029 0.295
C -4.193214 -1.303578 0.197664 -0.278 0.151 -0.015
C -4.311361 -0.143636 1.202304 0.061 -0.166 -0.246
C -3.850468 1.131382 0.558684 -0.029 0.185 0.101
C -4.704691 1.871949 -0.248309 -0.039 0.004 0.058
C -4.253339 2.998352 -0.910833 -0.041 -0.063 0.013
C -2.936002 3.404358 -0.786230 0.276 0.017 0.053
C -2.101454 2.661226 0.024179 -0.174 -0.026 -0.078
F -0.801918 3.038646 0.151661 -0.078 -0.003 0.007
C -2.532624 1.540751 0.704642 0.113 0.181 -0.010
C -2.115852 -2.491334 0.716616 0.276 -0.273 0.289
H 1.703494 -1.338640 0.275979 -0.162 -0.062 0.032
H 2.803827 -0.013182 2.068239 -0.088 0.113 0.011
H 1.199672 0.714203 2.330073 0.103 -0.030 -0.028
H 2.609571 2.198221 0.886844 -0.008 -0.088 -0.100
H 1.190673 1.601249 0.011854 0.071 -0.041 0.097
H 4.136533 -0.332652 -2.424474 -0.094 -0.024 -0.088
H 6.560045 -0.761695 -2.590281 0.028 -0.043 -0.088
H 8.059953 -0.080354 -0.736049 0.105 -0.014 0.004
H 7.077848 1.020764 1.264454 0.032 0.041 0.103
H -0.174909 -3.325279 1.058607 -0.074 0.075 -0.021
H -0.720609 -3.348614 -1.366806 0.082 -0.033 0.017
H 0.809026 -2.523646 -1.108667 -0.015 -0.064 -0.041
H -0.323018 -0.318605 -1.219098 0.007 0.035 -0.035
H -0.731260 -1.240090 -2.658842 -0.071 0.079 0.081
H -4.718514 -1.036272 -0.722485 -0.020 -0.121 0.149
H -4.630893 -2.213880 0.616954 0.028 0.005 -0.042
H -5.354708 -0.061310 1.510557 -0.008 -0.001 0.064
H -3.698839 -0.357712 2.079301 -0.052 -0.019 0.075
H -5.730714 1.556187 -0.366862 -0.128 -0.044 -0.019
H -4.926810 3.561090 -1.539319 -0.054 0.053 -0.055
H -2.556866 4.270427 -1.305014 0.055 0.089 -0.034
H -1.850052 0.992581 1.335179 0.079 -0.041 0.071
H -2.470488 -3.511779 0.509404 0.087 0.071 0.065
H -2.372248 -2.242020 1.751027 0.016 -0.081 -0.143
```
Forces are in eV/Å.

***

(3)
Below is a molecular structure, C22H24F4N5Tl, with properties calculated with ωB97M-V/def2-TZVPD.

Values from the calculation:
total charge = +2
E_HOMO (alpha / beta) = -13.386 / -13.386 eV
LUMO (alpha / beta) = -10.2 / -10.2 eV
Kohn-Sham gap (alpha / beta) = 3.2 / 3.2 eV

Structure (XYZ):
```
56
Properties=species:S:1:pos:R:3:forces:R:3
Tl -0.116310 -0.147374 -1.316202 -0.622 -0.346 -0.281
C -0.371542 3.339054 -2.829430 -0.123 -0.040 0.161
C -0.909220 3.427913 -1.407636 -0.041 0.603 0.096
N 0.063908 3.101555 -0.375896 0.601 -1.481 -0.513
C 1.354620 3.773026 -0.422586 0.061 -0.029 -0.035
C 2.470785 2.933102 -1.050863 -0.092 0.337 0.093
C -0.459630 2.743870 0.910176 -0.037 0.521 0.364
C 0.469276 1.911751 1.811641 -0.886 0.676 0.051
N 1.138021 0.851214 1.139522 1.482 -0.297 0.266
C 2.165650 0.254272 1.688404 -0.866 0.201 -0.074
C 3.020617 -0.556746 0.857244 -0.004 -0.408 -0.368
F 2.771020 -0.586824 -0.423962 0.052 0.041 -0.140
C 4.092237 -1.244662 1.353343 0.067 -0.064 0.033
F 4.843230 -1.948606 0.537358 0.108 -0.057 -0.080
C 4.378993 -1.218069 2.720449 -0.329 0.228 -0.209
C 3.567273 -0.473841 3.574526 -0.051 0.099 0.073
F 3.802920 -0.474558 4.865036 0.062 0.006 0.127
C 2.520929 0.272855 3.089617 0.298 0.018 0.496
F 1.784013 0.940029 3.928001 -0.081 0.080 0.116
H -1.187747 3.536347 -3.522848 0.021 0.009 -0.043
H 0.024030 2.343472 -3.040189 0.050 0.025 -0.063
H 0.405120 4.076492 -3.023347 0.045 -0.029 -0.009
H -1.765270 2.755876 -1.306018 0.036 -0.021 0.064
H -1.296204 4.446858 -1.245523 -0.087 -0.055 -0.053
H 1.649611 4.044408 0.595896 -0.049 0.188 -0.078
H 1.261212 4.698390 -0.997013 0.004 0.112 0.193
H 2.581902 1.980782 -0.529550 0.006 0.000 -0.047
H 3.411508 3.481216 -0.985297 0.056 -0.069 -0.044
H 2.267937 2.734856 -2.100963 0.004 -0.083 -0.023
H -1.401562 2.210891 0.777010 0.023 -0.006 -0.026
H -0.685384 3.641521 1.512996 -0.235 -0.132 0.090
H -0.175865 1.507480 2.610446 0.218 -0.109 0.086
H 1.189256 2.557526 2.326798 0.025 -0.125 -0.081
H 5.223737 -1.769826 3.118149 0.010 -0.036 -0.005
N -2.697948 -3.295575 -0.626145 -0.063 -0.027 -0.001
C -3.321250 -2.062987 -0.568251 -0.018 0.214 -0.050
C -4.726200 -2.063678 -0.582761 -0.077 0.057 -0.030
C -5.405842 -0.871526 -0.499641 0.187 -0.155 0.042
C -4.673807 0.307689 -0.382357 0.111 0.182 -0.004
C -3.302613 0.214452 -0.396804 -0.312 0.015 0.052
N -2.616463 -0.934790 -0.495799 0.221 -0.026 -0.046
C -1.376540 -3.691782 -0.657843 0.229 -0.078 0.028
C -1.131285 -5.069286 -0.511904 0.096 -0.032 0.025
C 0.160917 -5.534684 -0.549428 -0.179 0.061 0.012
C 1.197485 -4.626041 -0.746147 0.144 0.246 -0.051
C 0.866063 -3.298428 -0.890796 0.045 -0.445 0.007
N -0.386412 -2.819046 -0.840465 -0.080 0.241 -0.040
H -3.343583 -4.066748 -0.585634 -0.006 -0.023 -0.010
H -5.267402 -2.996300 -0.671398 0.023 -0.032 0.009
H -6.486418 -0.854239 -0.522000 -0.012 -0.016 0.018
H -5.160955 1.267219 -0.290508 0.015 0.015 -0.028
H -2.695398 1.108952 -0.320310 -0.083 0.036 -0.047
H -1.957116 -5.753180 -0.367177 -0.019 0.008 0.001
H 0.365977 -6.589819 -0.433578 -0.023 -0.018 -0.010
H 2.228029 -4.943782 -0.807949 -0.001 -0.013 -0.006
H 1.641664 -2.570666 -1.092414 0.076 0.036 -0.006
```
Forces are in eV/Å.

***

(4)
Below is a single C22H24FN3O4S molecule, with properties calculated with ωB97M-V/def2-TZVPD.

Values from the calculation:
E_HOMO = -8.573 eV
LUMO = 0.2 eV
SMILES string = O=C(Nc1ccc(S(=O)(=O)N2CCCCC2)cc1)[C@@H]1CC(=O)N(c2ccc(F)cc2)C1
Kohn-Sham gap = 8.8 eV

Structure (XYZ):
```
55
Properties=species:S:1:pos:R:3:forces:R:3
O -1.544884 0.668080 -1.187340 0.065 -0.260 -0.145
C -1.495742 1.617010 -0.443217 -0.414 0.424 0.150
N -0.353444 2.147702 0.078212 0.187 0.299 0.239
C 0.968969 1.731653 -0.097063 0.352 -0.115 -0.046
C 1.318347 0.653139 -0.909324 -0.060 -0.111 -0.114
C 2.649177 0.303243 -1.043781 -0.049 0.088 0.020
C 3.622789 1.016541 -0.371676 0.611 -0.161 0.037
S 5.334982 0.541321 -0.578862 -0.313 -0.100 0.093
O 6.145675 1.344496 0.296602 -0.209 -0.056 0.155
O 5.653100 0.531723 -1.975991 -0.098 -0.227 -0.119
N 5.262606 -1.051684 -0.062809 -0.110 0.897 -0.401
C 5.131351 -1.166797 1.372949 -0.294 -0.042 0.625
C 4.724758 -2.593798 1.731322 0.237 0.116 -0.024
C 5.752665 -3.580567 1.183294 -0.265 -0.060 -0.125
C 5.908093 -3.374685 -0.321591 0.164 0.193 0.207
C 6.285235 -1.923927 -0.605295 0.313 -0.260 -0.582
C 3.289641 2.085054 0.438403 0.095 0.034 0.031
C 1.962843 2.444332 0.576294 -0.056 -0.094 -0.117
C -2.743545 2.383338 0.018604 -0.129 -0.181 -0.134
C -2.977416 2.211872 1.519446 -0.044 -0.023 0.083
C -3.941189 1.033223 1.622242 0.279 0.323 0.215
O -4.175165 0.426442 2.639758 -0.042 -0.123 0.253
N -4.485278 0.830426 0.391499 0.226 0.110 -0.231
C -5.431062 -0.147455 0.055280 -0.364 -0.317 -0.034
C -5.646347 -1.253186 0.878518 0.075 0.021 0.068
C -6.578441 -2.212546 0.535288 -0.192 -0.022 -0.280
C -7.295018 -2.069396 -0.638386 0.082 0.130 0.009
F -8.205733 -3.006570 -0.978195 0.057 0.056 0.024
C -7.100068 -0.985578 -1.472688 -0.127 -0.286 0.087
C -6.168677 -0.025854 -1.122738 0.135 0.041 0.181
C -4.003778 1.772795 -0.602009 0.092 0.185 -0.298
H -0.457893 2.955971 0.677416 -0.090 -0.167 -0.128
H 0.549693 0.104610 -1.427004 0.017 -0.011 -0.010
H 2.948088 -0.519985 -1.671616 -0.074 -0.152 -0.102
H 4.368446 -0.451610 1.689325 0.045 -0.073 0.175
H 6.076718 -0.902158 1.869089 -0.078 0.008 -0.003
H 3.748624 -2.802259 1.290411 -0.088 -0.010 0.039
H 4.642774 -2.686693 2.815065 -0.057 0.027 0.008
H 5.439085 -4.604355 1.393961 0.073 -0.015 0.050
H 6.714194 -3.413220 1.673930 0.063 -0.043 0.049
H 4.964459 -3.601043 -0.819863 -0.023 -0.037 -0.086
H 6.678982 -4.034264 -0.721627 -0.012 0.001 -0.064
H 6.336966 -1.721598 -1.675481 0.139 -0.136 0.055
H 7.264933 -1.697928 -0.157492 -0.017 -0.035 -0.043
H 4.077977 2.618205 0.945746 0.037 0.103 0.107
H 1.692397 3.280616 1.205455 -0.016 0.086 0.071
H -2.625345 3.431179 -0.268395 -0.017 -0.066 0.006
H -2.078603 2.000260 2.097629 -0.063 0.000 0.035
H -3.464942 3.086410 1.955833 0.004 -0.033 0.023
H -5.087731 -1.355970 1.792706 0.013 0.005 0.013
H -6.748895 -3.068854 1.167905 -0.024 -0.093 0.054
H -7.672726 -0.896599 -2.382128 -0.063 -0.010 -0.082
H -6.031261 0.819503 -1.776571 0.044 0.098 -0.057
H -3.757998 1.246328 -1.528364 -0.078 0.109 0.097
H -4.756714 2.543809 -0.801304 0.060 -0.036 -0.032
```
Forces are in eV/Å.

***

no.,largest force on an atom (eV Å⁻¹)
1,9.7
2,0.7
3,1.7
4,1.0